1.
98
Properties=species:S:1:pos:R:3 method="wB97M-V/def2-TZVPD" homo_energy_ev=-6.70 molar_mass_da=775.6 lumo_energy_ev=0.4 total_energy_ha=-3221.72921 orbital_gap_ev=7.094 total_charge=0 e_above_lowest_kj_mol=49.3
Li 2.9306 -18.1152 9.7561
C -0.0909 -15.8606 8.8225
N -1.0581 -15.9932 9.8770
C -0.6191 -16.8122 11.0465
P 0.4276 -18.3060 10.6519
C 0.2573 -18.9073 12.4257
C 1.3352 -18.7636 13.2711
C 1.2391 -19.1199 14.6681
C 0.0486 -19.6262 15.1517
C -0.9617 -19.8982 14.2384
C -0.9201 -19.5229 12.9103
C -0.6792 -19.3533 9.6316
C -0.1498 -20.4519 8.9435
C -0.9060 -21.2080 8.0255
C -2.2465 -21.0232 7.8944
C -2.8296 -19.9586 8.6028
C -2.0672 -19.1575 9.4416
C -2.1935 -15.1719 9.9727
C -2.4889 -14.5400 11.1734
C -3.6662 -13.8221 11.3968
C -4.5589 -13.6951 10.3782
C -4.2204 -14.1519 9.1072
C -3.0962 -14.9011 8.8839
P 1.6213 -15.5393 9.2744
C 2.2813 -14.8784 7.7160
C 2.8567 -15.8692 6.8600
C 3.3899 -15.5533 5.6357
C 3.3571 -14.2048 5.2527
C 2.7485 -13.2089 5.9866
C 2.1798 -13.5933 7.2317
C 1.4934 -13.9994 10.2145
C 0.3870 -13.1332 10.0986
C 0.3743 -11.9694 10.7779
C 1.4298 -11.5644 11.6021
C 2.5363 -12.4183 11.7240
C 2.5237 -13.6552 11.0559
H -0.4218 -15.0243 8.1925
H -0.1889 -16.7405 8.1736
H -1.5727 -17.1214 11.4944
H -0.0352 -16.2713 11.8096
H 2.3274 -18.4864 12.9243
H 2.1406 -19.0296 15.2753
H -0.1094 -19.9446 16.1891
H -1.9125 -20.2968 14.5477
H -1.7133 -19.7604 12.2107
H 0.9204 -20.5054 8.9569
H -0.3952 -21.9823 7.4463
H -2.7928 -21.5573 7.1448
H -3.8658 -19.7266 8.3011
H -2.5878 -18.2451 9.8784
H -1.6785 -14.4865 11.8934
H -3.8683 -13.3775 12.3584
H -5.5218 -13.1974 10.5206
H -4.9391 -14.1873 8.3028
H -2.9319 -15.3753 7.8915
H 2.8666 -16.9282 7.2006
H 3.9809 -16.2787 5.0444
H 3.7523 -13.9026 4.2735
H 2.7022 -12.2238 5.5381
H 1.6748 -12.8319 7.7507
H -0.4306 -13.4112 9.4418
H -0.5026 -11.3379 10.7259
H 1.3782 -10.7265 12.3195
H 3.4176 -12.1119 12.2429
H 3.3106 -14.3852 11.1922
O 4.2708 -17.6225 10.9844
S 5.6276 -18.3460 10.9278
C 6.5336 -17.7206 9.4737
C 6.7412 -16.2133 9.4436
C 8.0114 -15.6908 9.5760
C 8.1716 -14.3150 9.5098
C 7.0817 -13.4727 9.2793
C 5.8343 -13.9977 9.1458
C 5.6806 -15.3771 9.1661
C 6.5305 -17.6521 12.3786
C 5.7958 -16.5757 13.1097
C 4.8562 -16.9885 14.0417
C 4.1383 -16.0541 14.7680
C 4.4601 -14.7083 14.6553
C 5.3713 -14.3296 13.7391
C 6.0939 -15.2347 12.9853
H 5.8710 -18.0743 8.6440
H 7.4718 -18.3227 9.4477
H 8.8619 -16.2955 9.7423
H 9.1630 -13.8835 9.5942
H 7.2146 -12.4090 9.2202
H 4.9674 -13.3818 8.8888
H 4.6802 -15.7758 8.9834
H 7.4310 -17.2742 11.8473
H 6.7585 -18.5466 12.9280
H 4.5936 -18.0599 14.1434
H 3.4178 -16.3830 15.4535
H 4.0007 -13.9941 15.3296
H 5.6457 -13.2512 13.7018
H 6.7629 -14.8875 12.1828
F 2.9353 -20.8287 7.5339
B 3.4628 -19.5836 7.7956
F 4.5004 -19.3118 6.8645

2.
101
Properties=species:S:1:pos:R:3 method="wB97M-V/def2-TZVPD" homo_energy_ev=-1.67 molar_mass_da=811.1 lumo_energy_ev=3.9 total_energy_ha=-3365.40542 orbital_gap_ev=5.531 total_charge=-2 e_above_lowest_kj_mol=33.5
K -0.8625 -1.0196 0.2177
C 0.6279 -1.2369 5.2387
C -0.8638 -1.0708 5.1857
C -1.5241 -0.3384 6.1658
C -2.8904 -0.0938 6.1021
C -3.5997 -0.5896 5.0141
C -2.9776 -1.3263 4.0156
C -3.7462 -1.8301 2.8249
C -1.5925 -1.5933 4.0919
N -0.9776 -2.2194 3.0297
C -0.1005 -3.1910 3.1792
O 0.0329 -4.0308 4.0938
C 0.9354 -3.2581 2.0472
C 1.7799 -4.3468 1.8956
C 2.7964 -4.2749 0.9525
C 2.9707 -3.1158 0.2113
C 2.0858 -2.0662 0.4292
N 1.0944 -2.1510 1.3179
C 2.2067 -0.7311 -0.3230
O 1.1565 -0.0580 -0.4983
N 3.4265 -0.4250 -0.7073
C 3.6274 0.8538 -1.2276
C 3.3980 2.0209 -0.4665
C 2.8525 1.9193 0.9307
C 3.7073 3.2627 -1.0132
C 4.2376 3.3897 -2.2913
C 4.4763 2.2389 -3.0303
C 4.1860 0.9824 -2.5114
C 4.4509 -0.2647 -3.3030
H 1.0553 -0.6069 6.0244
H 1.0721 -0.9533 4.2780
H 0.9132 -2.2761 5.4182
H -0.9419 0.0634 6.9915
H -3.3880 0.4827 6.8734
H -4.6662 -0.3993 4.9308
H -4.8212 -1.8212 3.0223
H -3.4398 -2.8405 2.5541
H -3.5686 -1.2231 1.9323
H 1.6274 -5.2102 2.5284
H 3.4652 -5.1171 0.8089
H 3.7662 -2.9953 -0.5112
H 1.8241 1.5512 0.9281
H 2.8818 2.8938 1.4263
H 3.4349 1.2050 1.5200
H 3.5258 4.1515 -0.4153
H 4.4521 4.3678 -2.7060
H 4.8847 2.3133 -4.0340
H 4.7370 -0.0194 -4.3297
H 3.5656 -0.8983 -3.3201
H 5.2461 -0.8591 -2.8430
C -1.7049 4.3989 -2.6544
C -0.8062 3.5272 -2.0555
C -1.1570 2.1969 -1.8499
C -2.4135 1.7448 -2.2276
C -3.3132 2.6089 -2.8358
C -2.9577 3.9330 -3.0486
N -2.6570 0.3332 -1.9952
N -3.8409 0.0057 -2.0462
C -4.0968 -1.4051 -1.7904
C -5.3052 -1.8447 -2.3391
C -5.7100 -3.1475 -2.1133
C -4.8812 -3.9813 -1.3570
C -3.6661 -3.5091 -0.8736
C -3.2209 -2.1686 -1.0103
H -1.4287 5.4326 -2.8278
H 0.1796 3.8669 -1.7597
H -0.4490 1.5017 -1.4064
H -4.2816 2.2260 -3.1310
H -3.6594 4.6063 -3.5277
H -5.8991 -1.1806 -2.9639
H -6.6478 -3.5116 -2.5193
H -5.2065 -4.9965 -1.1386
H -3.0392 -4.2197 -0.3343
C 1.1058 2.8580 4.3576
N 0.3973 3.7446 3.4661
C 0.5820 5.1772 3.5075
C -0.3299 5.6667 2.3725
N -1.2041 4.5215 2.1734
C -0.6657 3.3736 2.7058
S -1.2117 1.8416 2.4616
H 2.1666 2.8162 4.1001
H 0.6777 1.8613 4.2650
H 1.0009 3.1955 5.3938
H 1.6289 5.4384 3.3389
H 0.2834 5.5875 4.4800
H 0.2463 5.9036 1.4739
H -0.8957 6.5513 2.6632
H -1.7238 4.4029 1.3187
N 0.3470 -4.1234 -2.3643
C 0.6719 -3.7444 -3.3976
C 1.0682 -3.2102 -4.6851
C 0.0991 -2.9379 -5.6417
C 0.4816 -2.4311 -6.8749
C 1.8230 -2.1971 -7.1445
C 2.7854 -2.4587 -6.1799
C 2.4097 -2.9672 -4.9453
H -0.9426 -3.1084 -5.4053
H -0.2716 -2.2080 -7.6191
H 2.1186 -1.8003 -8.1082
H 3.8295 -2.2552 -6.3788
H 3.1445 -3.1608 -4.1767

3.
104
Properties=species:S:1:pos:R:3 method="wB97M-V/def2-TZVPD" homo_energy_ev="-12.85 / -12.88" molar_mass_da=1160.6 spin_multiplicity=2 lumo_energy_ev="-6.6 / -6.0" total_energy_ha=-7154.47686 orbital_gap_ev="6.291 / 6.875" total_charge=+2 e_above_lowest_kj_mol=0.0
Cr -0.2737 0.1812 -0.4453
O -3.3770 -4.6990 -2.9945
C -2.6834 -3.7241 -2.4094
C -3.1815 -2.8878 -1.4141
C -2.3596 -1.9112 -0.9078
N -1.0837 -1.6942 -1.3070
C -0.6335 -2.5365 -2.2476
Br 1.1421 -2.3591 -2.8692
C -1.3679 -3.5436 -2.8281
H -4.2845 -4.7465 -2.6581
H -4.1919 -2.9827 -1.0418
H -2.7417 -1.2393 -0.1560
H -0.9443 -4.1799 -3.5896
C 0.4852 0.4194 2.8656
C 1.8831 0.0448 2.3639
P 1.9654 -0.5041 0.5883
C 3.5297 0.1348 -0.1040
C 4.0147 -0.5080 -1.2454
C 5.1840 -0.0830 -1.8509
C 5.8948 0.9855 -1.3187
C 5.4383 1.6145 -0.1722
C 4.2606 1.1927 0.4336
C 2.3855 -2.2686 0.7595
C 3.5854 -2.5690 1.4154
C 3.9901 -3.8813 1.5664
C 3.2124 -4.9126 1.0470
C 2.0269 -4.6225 0.3947
C 1.6175 -3.3022 0.2570
P -0.8442 -0.5134 2.0086
C -0.9522 -2.0893 2.9259
C -1.0543 -2.0112 4.3193
C -1.1261 -3.1652 5.0765
C -1.1150 -4.4104 4.4555
C -1.0529 -4.4927 3.0758
C -0.9746 -3.3327 2.3143
C -2.3723 0.3042 2.5677
C -2.3796 1.5342 3.2197
C -3.5762 2.0876 3.6594
C -4.7701 1.4175 3.4493
C -4.7695 0.1850 2.8068
C -3.5792 -0.3703 2.3714
H 0.3086 1.4775 2.7039
H 0.4140 0.2450 3.9421
H 2.2817 -0.8005 2.9273
H 2.5612 0.8801 2.5313
H 3.4860 -1.3624 -1.6496
H 5.5464 -0.5905 -2.7337
H 6.8129 1.3120 -1.7859
H 6.0021 2.4272 0.2639
H 3.9528 1.6876 1.3441
H 4.2159 -1.7758 1.7995
H 4.9152 -4.1023 2.0793
H 3.5396 -5.9375 1.1500
H 1.4197 -5.4211 -0.0101
H 0.6785 -3.0829 -0.2276
H -1.1051 -1.0500 4.8164
H -1.2085 -3.0945 6.1517
H -1.1719 -5.3104 5.0511
H -1.0767 -5.4550 2.5835
H -0.9791 -3.4097 1.2380
H -1.4628 2.0739 3.4007
H -3.5689 3.0398 4.1723
H -5.6994 1.8459 3.7979
H -5.6991 -0.3465 2.6565
H -3.5881 -1.3520 1.9107
I -5.1393 1.5728 -0.6856
C -3.5072 2.5721 0.0980
C -3.6686 3.8491 0.6982
C -2.6002 4.5576 1.1746
I -2.9265 6.4153 2.0385
C -1.2806 4.0241 1.0548
C -0.0798 4.6847 1.3864
C 1.1202 4.0762 1.1263
C 1.1364 2.7829 0.5859
N 0.0399 2.1050 0.3190
C -1.1577 2.7396 0.5092
C -2.2667 2.0165 0.0311
O -1.9860 0.8096 -0.5023
H -4.6630 4.2670 0.7659
H -0.1148 5.6788 1.8122
H 2.0552 4.5794 1.3247
H 2.0789 2.3111 0.3524
C -0.2860 2.6220 -2.5536
N -0.0669 3.1614 -3.8719
C -0.8500 2.3994 -4.8432
N -0.4729 0.9888 -4.8210
C -0.6994 0.4601 -3.4980
N 0.1161 1.1601 -2.4359
C 1.5600 1.1041 -2.8520
N 1.7784 1.6322 -4.1774
C 1.3518 3.0321 -4.2066
C 0.9549 0.8800 -5.1318
H -1.3441 2.6909 -2.3040
H 0.3059 3.2032 -1.8524
H -0.6769 2.8043 -5.8398
H -1.9112 2.4950 -4.6051
H -0.4253 -0.5918 -3.4980
H -1.7493 0.5661 -3.2160
H 1.8861 0.0656 -2.8121
H 2.1372 1.6841 -2.1270
H 1.5223 3.4369 -5.2031
H 1.9463 3.6038 -3.4913
H 1.2495 -0.1704 -5.1115
H 1.1316 1.2716 -6.1325

4.
100
Properties=species:S:1:pos:R:3 method="wB97M-V/def2-TZVPD" homo_energy_ev="-3.58 / -3.65" molar_mass_da=806.8 spin_multiplicity=6 lumo_energy_ev="2.5 / 2.4" total_energy_ha=-3832.79837 orbital_gap_ev="6.031 / 6.103" total_charge=-1 e_above_lowest_kj_mol=95.5
Mn 0.5123 0.4140 0.0406
O -0.1749 3.0437 3.1622
C -0.5669 1.9799 2.6958
O 0.0651 1.1857 1.9313
C -1.9540 1.4745 3.1134
C -2.5916 2.1806 4.1328
C -3.8367 1.8034 4.6018
C -4.4763 0.7046 4.0402
C -3.8592 0.0040 3.0203
C -2.5951 0.3660 2.5435
P -1.8625 -0.6807 1.1922
C -3.3290 -0.8835 0.1067
C -4.0126 0.2904 -0.2278
C -4.9937 0.2871 -1.2061
C -5.3103 -0.8895 -1.8752
C -4.6308 -2.0562 -1.5630
C -3.6409 -2.0513 -0.5855
C -1.6913 -2.2836 2.0887
C -0.3896 -2.5875 2.4980
C -0.1147 -3.7641 3.1833
C -1.1382 -4.6576 3.4681
C -2.4366 -4.3631 3.0732
C -2.7108 -3.1857 2.3900
H -2.0717 3.0405 4.5339
H -4.3132 2.3634 5.3991
H -5.4555 0.3988 4.3903
H -4.3763 -0.8370 2.5736
H -3.7529 1.2201 0.2683
H -5.4978 1.2107 -1.4638
H -6.0659 -0.8896 -2.6515
H -4.8544 -2.9727 -2.0976
H -3.0871 -2.9624 -0.3908
H 0.4098 -1.8886 2.2683
H 0.9057 -3.9886 3.4734
H -0.9232 -5.5834 3.9887
H -3.2414 -5.0528 3.2974
H -3.7313 -2.9735 2.0980
C 4.4802 -3.6260 4.1111
O 4.3067 -4.3837 2.9258
C 3.6083 -3.7955 1.9193
C 3.3612 -4.6264 0.8008
C 2.6526 -4.1120 -0.2456
C 2.1707 -2.7826 -0.2704
C 1.4141 -2.2735 -1.3916
C 0.9027 -3.1955 -2.4766
O 1.1049 -1.0861 -1.5124
C 2.4161 -1.9392 0.8707
O 1.9810 -0.7554 0.9862
C 3.1607 -2.5030 1.9586
H 4.9702 -4.2784 4.8286
H 3.5210 -3.2974 4.5142
H 5.1045 -2.7477 3.9327
H 3.7326 -5.6427 0.8003
H 2.4661 -4.7605 -1.0914
H 1.5452 -4.0487 -2.6842
H 0.7506 -2.6097 -3.3812
H -0.0711 -3.5767 -2.1543
H 3.3309 -1.8496 2.8008
C -2.1461 0.2287 -5.0113
C -1.8874 1.5779 -4.7963
C -1.4534 2.0415 -3.5629
C -1.2603 1.1739 -2.4641
C -1.5274 -0.1878 -2.7103
C -1.9555 -0.6453 -3.9442
N -0.7887 1.5976 -1.2322
C -1.0742 2.9066 -0.8427
C -0.1682 3.6328 -0.0555
C -0.4791 4.8928 0.4304
C -1.6930 5.4990 0.1316
C -2.6039 4.7991 -0.6536
C -2.3080 3.5282 -1.1203
H -2.4924 -0.1298 -5.9733
H -2.0160 2.2869 -5.6081
H -1.2486 3.0981 -3.4378
H -1.3970 -0.8876 -1.8995
H -2.1608 -1.7048 -4.0715
H 0.7708 3.1718 0.2207
H 0.2292 5.3969 1.0778
H -1.9324 6.4835 0.5151
H -3.5704 5.2374 -0.8828
H -3.0404 2.9912 -1.7128
O 2.3178 1.5148 -0.7825
C 3.2856 1.1613 -1.4187
C 3.2729 1.1171 -2.9172
C 4.1325 2.3396 -3.3540
C 4.1942 3.5138 -2.3427
C 5.2383 3.3716 -1.2110
C 4.9336 2.2950 -0.1592
N 4.5303 1.0502 -0.8338
H 2.2411 1.1931 -3.2526
H 3.6971 0.1845 -3.2962
H 3.7375 2.7106 -4.2994
H 5.1556 2.0084 -3.5570
H 3.2023 3.6839 -1.9127
H 4.4388 4.4191 -2.9003
H 5.3460 4.3342 -0.7037
H 6.2103 3.1498 -1.6690
H 4.1165 2.5908 0.4939
H 5.8065 2.1032 0.4633
H 5.2299 0.7444 -1.4964